Version i
Below is a 2-piece molecular cluster, C4H12N3O overall, with properties calculated with the ωB97M-V functional and the def2-TZVPD basis.

Last column: Löwdin charge in e.
CARTESIAN COORDINATES (ANGSTROEM)
C 3.27327 -0.85884 -1.96117  -0.06
C 2.59894 0.16826 -1.10763  -0.11
C 1.32894 0.06688 -0.76800  -0.10
N 0.67304 1.09851 0.06943  0.19
H 2.60872 -1.70160 -2.14171  0.08
H 3.61900 -0.43007 -2.90790  0.10
H 4.15216 -1.23851 -1.44732  0.09
H 3.18419 1.00554 -0.75543  0.12
H 0.64097 -0.69103 -1.09930  0.11
H 1.19043 1.97282 0.03034  0.17
H -0.28720 1.26229 -0.24122  0.14
H 0.57469 0.79653 1.04774  0.14
N -1.00536 -0.45376 1.78743  0.12
C -2.06204 -0.01614 0.96728  -0.68
N -2.06554 -0.57219 -0.29093  0.16
O -2.78793 0.88227 1.30031  0.09
H -1.25602 -0.23403 2.75176  0.12
H -0.78312 -1.43681 1.71024  0.10
H -2.87493 -0.31415 -0.83044  0.12
H -1.76093 -1.52417 -0.39817  0.10

## Properties
* net charge: +1
* gap between HOMO and LUMO: 0.4071 Eh
* HOMO energy: -14.17 eV



Version ii
Below is a 2-piece molecular cluster, C4H12N3O overall, with properties calculated with the ωB97M-V functional and the def2-TZVPD basis.

Last column: Löwdin charge in e.
CARTESIAN COORDINATES (ANGSTROEM)
C 0.01375 -1.19649 -1.90813  -0.22
C -1.55745 -1.17125 1.34632  -0.04
C 1.61338 2.36939 0.41491  -0.03
C -0.05918 0.69113 0.95682  -0.12
N 0.76999 -2.01415 -2.60341  0.09
N -0.82702 0.00485 1.75827  0.02
N 0.69474 1.69790 1.30446  0.02
O -1.17180 -1.05015 -2.58084  -0.02
H -1.32079 -1.40156 0.30888  0.06
H -1.27053 -2.02029 1.96744  0.10
H -2.63111 -1.01570 1.45739  0.10
H 2.63882 2.06216 0.62881  0.10
H 1.38176 2.12251 -0.61782  0.10
H 1.54259 3.44730 0.55387  0.10
H 0.01062 0.32378 -0.07970  0.10
H 1.69154 -2.27375 -2.30084  0.10
H 0.42749 -2.40593 -3.47839  0.12
H -0.90164 0.25397 2.73968  0.17
H -1.76011 -0.43039 -2.13836  0.08
H 0.71495 2.00665 2.27062  0.17

## Properties
* net charge: +1
* gap between HOMO and LUMO: 0.3571 Eh
* HOMO energy: -12.53 eV



It turns out version i is the most stable, with the second structure 27.6 kcal/mol higher.



Version i
Below is an isolated ion of composition C4H12N3O and charge +1, with properties calculated with the ωB97M-V functional and the def2-TZVPD basis.

Last column: Löwdin charge in e.
CARTESIAN COORDINATES (ANGSTROEM)
N -2.35306 -0.57436 -0.14458  0.02
C -2.03611 0.82785 -0.23165  -0.26
C -1.26518 1.44388 0.97317  -0.11
N 0.00308 0.72962 1.16330  0.11
C 0.84142 0.54818 0.19976  0.08
C 1.56233 -0.70050 -0.10932  -0.44
N 2.73902 -0.55211 -0.83120  0.11
O 0.56352 -1.54104 -0.71030  -0.01
H -3.01972 -0.85357 0.56065  0.08
H -1.58188 -1.20996 -0.26861  0.04
H -2.96848 1.34859 -0.42881  0.12
H -1.43971 0.91124 -1.14260  0.11
H -1.90001 1.33859 1.84346  0.13
H -1.15972 2.50217 0.70096  0.14
H 0.20216 0.60578 2.15332  0.20
H 0.97192 1.43268 -0.43802  0.18
H 1.74795 -1.29405 0.78760  0.16
H 3.53509 -1.15505 -0.72972  0.11
H 2.87153 0.19459 -1.49133  0.10
H 0.98264 -2.07098 -1.41226  0.13

## Properties
* net charge: +1
* gap between HOMO and LUMO: 0.2494 Eh
* HOMO energy: -12.67 eV



Version ii
Below is an isolated ion of composition C4H12N3O and charge +1, with properties calculated with the ωB97M-V functional and the def2-TZVPD basis.

Last column: Löwdin charge in e.
CARTESIAN COORDINATES (ANGSTROEM)
N 1.80894 -0.37198 2.37812  0.16
C 1.00799 -0.12006 1.30761  -0.50
O -0.19177 -0.15237 1.53966  0.01
C 1.70787 0.56792 0.11775  -0.12
N 1.04259 0.36625 -1.21729  -0.07
C -0.42287 0.71754 -1.26158  -0.19
C -1.23475 -0.58172 -1.26517  -0.08
N -2.43108 -0.50620 -0.22664  0.19
H 1.42679 -0.60985 3.28423  0.12
H 2.82693 -0.53932 2.27504  0.13
H 2.67403 0.05389 0.06321  0.12
H 1.75989 1.66725 0.43088  0.16
H 1.73094 0.76059 -1.86719  0.12
H -0.66954 1.43808 -2.09535  0.14
H -0.55042 1.34504 -0.37902  0.10
H -0.71460 -1.54634 -1.06101  0.14
H -1.75890 -0.80526 -2.20771  0.12
H -2.63426 0.36196 0.23582  0.15
H -3.28398 -0.92654 -0.55802  0.15
H -2.09381 -1.11889 0.50665  0.13

## Properties
* net charge: +1
* gap between HOMO and LUMO: 0.3600 Eh
* HOMO energy: -12.91 eV



Version iii
Below is a 2-piece molecular cluster, C4H12N3O overall, with properties calculated with the ωB97M-V functional and the def2-TZVPD basis.

Last column: Löwdin charge in e.
CARTESIAN COORDINATES (ANGSTROEM)
C -1.03256 -0.40011 2.02581  -0.18
C -1.80287 -0.64060 0.96688  -0.11
N -2.56098 0.49033 0.36509  0.19
N -0.41155 -1.39007 2.76925  0.10
H -0.77873 0.60830 2.33854  0.14
H -2.09013 -1.59474 0.55436  0.13
H -3.56756 0.33966 0.43777  0.17
H -2.33259 1.33359 0.89099  0.16
H -2.36224 0.65970 -0.62382  0.17
H -0.29592 -2.24006 2.22992  0.11
H 0.48824 -1.08394 3.13156  0.11
O 3.57449 0.90522 -3.12082  0.08
C 3.02809 0.31513 -2.23763  -0.28
C 1.84618 0.87258 -1.47739  -0.22
N 0.84024 -0.22587 -1.31849  0.00
H 3.30184 -0.71217 -1.94136  0.12
H 2.18575 1.19404 -0.49082  0.12
H 1.44878 1.73790 -2.00493  0.11
H 0.36295 -0.06611 -0.43785  0.01
H 0.15858 -0.10276 -2.05705  0.06

## Properties
* net charge: +1
* gap between HOMO and LUMO: 0.3053 Eh
* HOMO energy: -12.24 eV



It turns out version ii is the most stable, with the second structure 33.8 kcal/mol higher.



Version i
Below is a 12-piece molecular cluster, H23O12 overall, with properties calculated with the ωB97M-V functional and the def2-TZVPD basis.

Last column: Löwdin charge in e.
CARTESIAN COORDINATES (ANGSTROEM)
O 1.45132 -1.17686 2.66376  -0.10
H 1.53870 -1.69997 3.43467  0.04
H 1.39037 -1.85125 1.86063  0.05
O 3.13240 -1.29214 -0.69688  -0.06
H 4.03271 -1.51893 -0.63719  0.02
H 2.98746 -0.52432 -0.07720  0.01
O -1.42703 2.99118 -0.74939  -0.05
H -1.97753 2.52482 -0.15958  -0.03
O -1.54262 1.19401 -2.71524  -0.11
H -0.69791 0.74738 -2.44400  -0.01
H -1.59794 2.00042 -2.12496  0.03
O -0.76440 -1.50983 -0.28720  -0.16
H -1.61902 -1.43687 -0.59457  -0.04
H -0.21050 -0.78131 -0.99791  0.04
O 0.75437 1.76895 0.21804  -0.14
H 0.17194 1.30493 0.84920  0.01
H -0.57500 2.68703 -0.45466  -0.01
O -0.72256 0.10244 1.72913  -0.10
H -0.05639 -0.29425 2.31360  0.02
H -0.85778 -0.52902 0.97477  0.01
O 0.50371 0.10809 -1.66500  -0.22
H 1.29461 -0.23328 -2.01556  0.00
H 0.65974 1.16379 -0.63463  0.03
O -2.91172 1.34654 0.79524  -0.08
H -2.22175 0.94881 1.30313  -0.03
H -3.04494 0.65176 0.08084  0.02
O 2.91790 0.54405 1.18902  -0.12
H 2.16622 1.15993 0.85379  0.04
H 2.48969 -0.02877 1.87590  0.01
O -2.99465 -0.36184 -1.28054  -0.09
H -3.77188 -0.53978 -1.77825  0.04
H -2.37012 0.20966 -1.84987  0.02
O 1.38088 -2.82800 0.64247  -0.08
H 0.48504 -2.50626 0.27187  0.05
H 2.00667 -2.34113 0.10656  -0.02

## Properties
* net charge: -1
* gap between HOMO and LUMO: 0.3672 Eh
* HOMO energy: -6.91 eV



Version ii
Below is a 12-piece molecular cluster, H23O12 overall, with properties calculated with the ωB97M-V functional and the def2-TZVPD basis.

Last column: Löwdin charge in e.
CARTESIAN COORDINATES (ANGSTROEM)
O -0.11437 -1.81807 -1.00869  -0.19
H -0.44079 -2.62733 -1.42742  0.05
H 0.28092 -1.12656 -1.74099  -0.01
O -2.42809 3.89477 -1.00506  -0.06
H -2.99203 3.13241 -0.85508  0.03
H -1.84463 3.89550 -0.26293  0.01
O 0.44447 0.20524 4.60349  -0.09
H 0.52514 -0.29709 3.76925  -0.03
O 0.11241 -0.19382 -2.82659  -0.33
H 0.43096 -1.44795 1.51692  0.03
H 0.65440 0.40088 -3.28915  -0.02
O 2.46153 -3.54919 1.92516  -0.05
H 2.67945 -2.61188 1.78686  0.03
H -3.04417 -1.81563 0.56592  0.03
O 1.42978 3.53171 1.29818  -0.04
H 1.48393 3.49137 2.22378  0.01
H -0.01578 0.96629 4.25071  0.01
O 0.43224 -1.34269 2.47887  -0.05
H 1.01499 -2.11669 2.66121  0.05
H 1.24883 2.75270 0.73651  0.03
O 2.14596 -0.66335 -0.43432  -0.13
H 1.49681 -0.68269 -1.22410  0.04
H 2.02295 -1.62412 -0.10198  0.06
O -1.24584 0.66360 -0.88578  -0.17
H -0.47252 0.58066 -1.56418  -0.01
H -1.34401 -0.30646 -0.74886  -0.01
O -2.29808 -0.09996 -4.17215  -0.12
H -2.81368 0.70413 -4.00560  0.02
H -1.51919 -0.17166 -3.57130  -0.02
O 2.65449 1.91989 -1.02020  -0.06
H 2.10051 2.55926 -0.48238  0.02
H 2.31735 1.09017 -0.73280  -0.05
O -3.62284 -2.42186 1.04421  -0.05
H 2.80242 -3.81928 1.06400  0.05
H -4.40704 -1.90560 1.16529  0.01

## Properties
* net charge: -1
* gap between HOMO and LUMO: 0.3219 Eh
* HOMO energy: -6.30 eV



It turns out version i is the most stable, with the second structure 89.5 kcal/mol higher.



Version i
Below is a 3-piece molecular cluster, C2H10NO2S overall, with properties calculated with the ωB97M-V functional and the def2-TZVPD basis.

Last column: Löwdin charge in e.
CARTESIAN COORDINATES (ANGSTROEM)
C -0.03997 -0.01902 0.13974  -0.38
C 1.30534 0.70355 0.35877  -0.79
S 1.15049 2.51896 0.03608  0.10
N -0.75047 0.47354 -1.06714  -0.08
H -0.55154 0.17942 1.07897  0.10
H -0.00153 -1.09304 -0.10353  0.09
H 2.07518 0.24878 -0.29899  0.03
H 1.71258 0.50595 1.33252  0.00
H -0.11440 0.62265 -1.84384  0.05
H -1.23677 1.32243 -0.81053  0.01
H -3.42319 -0.82222 -1.20233  0.02
H -2.84019 0.45638 -0.62562  -0.01
O -3.58415 -0.15345 -0.54004  -0.09
H 1.84668 -1.30951 1.83069  0.01
H 2.33489 -1.59027 0.44134  0.02
O 2.11704 -2.04413 1.27391  -0.08

## Properties
* net charge: -1
* gap between HOMO and LUMO: 0.2444 Eh
* HOMO energy: -2.80 eV



Version ii
Below is a 3-piece molecular cluster, C2H10NO2S overall, with properties calculated with the ωB97M-V functional and the def2-TZVPD basis.

Last column: Löwdin charge in e.
CARTESIAN COORDINATES (ANGSTROEM)
C -1.37691 -0.81726 -0.85216  -0.43
C -1.34595 -2.22910 -1.44849  -0.82
S 0.27861 -3.06289 -1.35619  0.03
N -0.37194 0.14024 -1.32482  -0.04
H -2.33857 -0.31980 -1.04732  0.08
H -1.25310 -0.99784 0.15586  0.05
H -2.17118 -2.92746 -0.91928  0.07
H -1.78953 -2.06836 -2.43092  0.02
H 0.37212 0.27032 -0.57017  0.06
H 0.01841 -0.05380 -2.18294  0.00
H 1.06063 1.69405 3.79887  0.06
H 2.02229 2.71636 3.12654  0.08
O 2.01043 1.76090 3.51303  -0.13
H 2.05493 1.45359 1.09581  0.06
H 1.22263 2.16328 -0.27013  0.09
O 1.60712 2.27778 0.71229  -0.18

## Properties
* net charge: -1
* gap between HOMO and LUMO: 0.2004 Eh
* HOMO energy: -2.39 eV



It turns out version i is the most stable, with the second structure 19.7 kcal/mol higher.



Version i
Below is one molecule with the formula C2H5N3S2, with properties calculated with the ωB97M-V functional and the def2-TZVPD basis.

Last column: Löwdin charge in e.
CARTESIAN COORDINATES (ANGSTROEM)
H 1.64047 1.95129 1.62518  0.07
N 1.41601 0.96411 2.03691  0.03
C 1.14180 0.09116 1.06542  -0.81
N 1.26339 -1.31971 1.42221  0.02
S 0.91021 0.59458 -0.58458  0.96
C -0.72174 0.07530 -0.89165  -1.18
N -1.02727 0.74611 -2.07971  -0.09
S -1.83460 -0.90646 -0.10228  0.59
H 0.52200 -1.86736 0.91937  0.04
H 0.98135 -1.19867 2.49730  0.14
H -2.08844 0.87567 -2.26888  0.13
H -0.35048 1.49683 -2.48172  0.11

## Properties
* gap between HOMO and LUMO: 0.3333 Eh
* HOMO energy: -9.05 eV



Version ii
Below is C2H5N3S2 as an isolated structure, with properties calculated with the ωB97M-V functional and the def2-TZVPD basis.

Last column: Löwdin charge in e.
CARTESIAN COORDINATES (ANGSTROEM)
C -1.16191 -0.52823 -0.02820  -0.84
C 1.78530 -0.33544 -0.36418  -1.24
H -0.81205 0.27931 1.78586  0.07
H -2.12149 0.99149 1.15104  0.19
H -1.89415 -1.55659 -1.51705  0.12
H 2.10061 1.76970 -0.31652  0.24
H 0.35086 1.10917 -0.54877  0.02
N -1.17100 0.42395 0.88246  0.00
N -2.21500 -0.94204 -0.59491  0.07
N 1.29761 0.87822 -0.78189  -0.04
S 0.48422 -1.41938 0.15471  0.90
S 3.35701 -0.67017 0.17744  0.51

## Properties
* gap between HOMO and LUMO: 0.3114 Eh
* HOMO energy: -8.72 eV



It turns out version i is the most stable, with the second structure 29.5 kcal/mol higher.



Version i
Below is C2H5N3S2 as an isolated structure, with properties calculated with the ωB97M-V functional and the def2-TZVPD basis.

Last column: Löwdin charge in e.
CARTESIAN COORDINATES (ANGSTROEM)
C -1.24948 0.78167 0.09794  -0.81
C 2.23332 -0.48305 -1.06717  -0.17
H 0.28499 -1.45989 1.68686  -0.10
H -2.10517 0.18695 1.79392  0.14
H -1.47308 2.46595 -0.39863  0.06
H 3.17741 -0.69230 -0.70089  -0.02
H 1.78253 -1.26875 -2.42683  0.23
N -1.43739 -0.23246 1.03943  -0.43
N -2.06086 1.78482 0.24439  0.04
N 1.41554 0.24466 0.00021  -0.35
S -0.73217 -1.87165 0.80218  0.67
S 0.16437 0.54403 -1.07141  0.75

## Properties
* gap between HOMO and LUMO: 0.2847 Eh
* HOMO energy: -8.72 eV



Version ii
Below is C2H5N3S2 as an isolated structure, with properties calculated with the ωB97M-V functional and the def2-TZVPD basis.

Last column: Löwdin charge in e.
CARTESIAN COORDINATES (ANGSTROEM)
C 1.34174 -0.50408 -0.14725  -1.18
C -2.41163 -0.94908 -0.14000  -0.21
H -0.45913 1.06636 0.47361  0.19
H 1.48471 2.47790 1.33880  0.20
H 2.36291 0.97957 -0.50585  0.04
H -3.25251 -0.30898 -0.62106  0.11
H -2.57549 -2.05634 0.23437  0.11
N 0.72802 1.74979 0.07717  -0.06
N 1.47267 0.73273 -0.41880  -0.25
N -1.35077 -0.37070 -0.37816  -0.39
S 2.76610 -1.46054 -0.10559  0.52
S -0.10661 -1.35664 0.19275  0.92

## Properties
* gap between HOMO and LUMO: 0.2787 Eh
* HOMO energy: -8.25 eV



Version iii
Below is one molecule with the formula C2H5N3S2, with properties calculated with the ωB97M-V functional and the def2-TZVPD basis.

Last column: Löwdin charge in e.
CARTESIAN COORDINATES (ANGSTROEM)
C 1.58789 1.73824 0.59935  -0.10
N 0.97889 1.80464 -0.50457  -0.03
N -0.32360 1.23013 -0.39894  -0.11
C -0.72848 0.01988 0.06577  -0.92
S -2.40426 -0.18175 0.05129  0.58
N 0.30328 -0.84389 0.68312  -0.50
S 1.43218 -1.58694 -0.22460  0.65
H 1.19783 1.35608 1.70641  0.14
H 2.65780 2.20991 0.52408  0.10
H -0.85076 1.74033 -1.24370  0.19
H -0.16201 -1.52572 1.12917  -0.02
H 0.84388 -1.36640 -1.79091  0.03

## Properties
* gap between HOMO and LUMO: 0.3118 Eh
* HOMO energy: -8.67 eV



Version iv
Below is one molecule with the formula C2H5N3S2, with properties calculated with the ωB97M-V functional and the def2-TZVPD basis.

Last column: Löwdin charge in e.
CARTESIAN COORDINATES (ANGSTROEM)
H 1.96723 -1.55389 -0.14724  0.03
N 2.49914 -0.70676 0.10556  0.10
C 1.71532 0.27701 0.26042  -0.37
N 0.40339 0.43899 -0.12538  -0.45
S -0.20408 2.06243 -0.38349  0.78
C -0.29627 -0.70402 -0.58535  -0.36
N -1.52112 -0.96961 -0.57759  -0.27
S -2.76681 0.14229 0.14242  0.67
H 2.11886 1.22900 0.60706  0.09
H -0.87416 2.07618 0.82993  -0.12
H 0.29342 -1.50055 -0.91631  0.09
H -3.33494 -0.79108 0.78998  -0.21

## Properties
* gap between HOMO and LUMO: 0.3472 Eh
* HOMO energy: -9.09 eV



It turns out version iv is the most stable, with the second structure 48.1 kcal/mol higher.